[1]
Entry from the Open Molecules 2025 dataset: the molecule C4H5N3O in a non-equilibrium geometry (ωB97M-V/def2-TZVPD).

Summary:
Total charge ... 0
LUMO (alpha / beta) ... -0.56 / -0.33 eV
Energy above the lowest of the compared OMol25 structures with the same formula, charge and spin ... 6.358 eV
Kohn-Sham gap (alpha / beta) ... 7.235 / 7.164 eV
E_tot ... -10741.256 eV
HOMO energy (alpha / beta) ... -7.799 / -7.489 eV

Each line ends with the Mulliken charge.
CARTESIAN COORDINATES (ANGSTROEM)
1 C -1.4916 0.8925 0.3867  -0.28
2 C -0.9385 -0.2446 -0.1473  0.45
3 C 1.2948 1.0978 0.4862  0.23
4 C 0.2628 -2.1820 -0.6458  -0.56
5 N -0.8401 2.0537 0.6295  -0.62
6 N -0.6391 -1.1363 -0.9489  -0.35
7 N 0.4921 2.1171 0.4426  0.09
8 O 2.3751 0.6633 0.1251  -0.43
9 H -2.5030 1.0032 0.7722  0.36
10 H -0.2177 -2.9254 -0.0624  0.28
11 H 1.1474 -1.6715 -0.2560  0.25
12 H 0.4194 -2.8070 -1.5248  0.24
13 H 0.6383 3.1393 0.7430  0.34

***

[2]
Entry from the Open Molecules 2025 dataset: a cluster of 2 separate species, C3H8O2PS in total in a non-equilibrium geometry (ωB97M-V/def2-TZVPD).

Summary:
Total charge ... -1
LUMO ... 3.74 eV
Energy above the lowest of the compared OMol25 structures with the same formula, charge and spin ... 1.147 eV
Kohn-Sham gap ... 8.100 eV
E_tot ... -27461.501 eV
HOMO energy ... -4.363 eV

Each line ends with the Mulliken charge.
CARTESIAN COORDINATES (ANGSTROEM)
1 C 1.9254 0.9647 1.2735  -0.60
2 C 0.2145 -0.4421 -1.5753  -0.51
3 C 0.6895 1.0017 1.6387  -0.34
4 O -2.1451 -2.1421 -1.4134  -0.71
5 O -1.8192 -0.3139 0.3840  -0.61
6 P -1.6277 -0.7658 -1.0851  0.64
7 S 0.0217 -0.3339 2.5397  -0.48
8 H 0.4491 -1.2754 -2.2494  0.31
9 H 2.4602 1.5759 0.4760  0.26
10 H 2.3728 0.0015 1.5834  0.22
11 H 0.6230 -0.4448 -0.5476  -0.10
12 H 0.1155 0.6139 -2.0336  0.27
13 H 0.0855 1.8045 1.3433  0.40
14 H -1.0846 -0.4310 1.4909  0.31
15 H -2.2806 0.1868 -1.8250  -0.04

***

Which of these has the highest energy above the lowest of the compared OMol25 structures with the same formula, charge and spin?
C4H5N3O